The following is a quantum chemistry calculation of a molecular structure, C25H43BeGeN4O3PSeSi3Te in a non-equilibrium geometry, from OMol25.

Output
E in eV: -201207.587
Frontier orbital gap (spin up / spin down) in eV: 5.10 / 7.92
<S²>: 0.768

Structure (ORCA input):
```
! wB97M-V def2-TZVPD RIJCOSX def2/J DEFGRID3
* xyz 1 2
Be -1.001 0.824 -1.671
Se -6.418 4.257 1.517
N -4.831 4.773 0.944
C -4.234 3.728 0.432
C -2.894 3.763 -0.130
C -2.089 4.875 -0.218
C -0.808 4.745 -0.794
C -0.378 3.522 -1.241
N -1.127 2.407 -1.153
C -2.394 2.529 -0.614
C -3.133 1.346 -0.595
N -2.476 0.249 -1.116
C -3.135 -0.923 -1.127
C -4.417 -1.064 -0.663
C -5.096 0.050 -0.124
C -4.450 1.263 -0.080
C -4.999 2.495 0.465
N -6.183 2.581 1.012
H -2.449 5.832 0.133
H -0.156 5.601 -0.890
H 0.600 3.402 -1.694
H -2.586 -1.774 -1.514
H -4.902 -2.028 -0.713
H -6.104 -0.043 0.257
C -2.007 -1.952 2.356
Si -0.995 -0.376 2.560
C -2.102 1.145 2.604
C 0.040 -0.392 4.148
Ge 0.926 -0.316 1.050
Si 2.223 1.731 1.174
C 1.157 3.130 1.854
C 3.050 2.182 -0.464
C 3.496 1.272 2.497
Si 2.353 -2.305 1.035
C 2.672 -2.750 2.844
C 1.514 -3.799 0.258
C 3.990 -1.871 0.197
H -2.623 -2.128 3.240
H -1.368 -2.824 2.208
H -2.674 -1.866 1.496
H -2.664 1.155 3.540
H -2.822 1.144 1.787
H -1.531 2.074 2.547
H -0.586 -0.549 5.028
H 0.545 0.570 4.273
H 0.805 -1.172 4.142
H 0.264 3.302 1.255
H 1.722 4.065 1.880
H 0.837 2.911 2.876
H 2.521 1.745 -1.313
H 4.079 1.820 -0.496
H 3.074 3.265 -0.598
H 2.999 0.940 3.413
H 4.123 2.127 2.755
H 4.153 0.464 2.167
H 1.750 -3.047 3.348
H 3.133 -1.940 3.413
H 3.355 -3.602 2.878
H 0.653 -4.108 0.855
H 2.211 -4.638 0.212
H 1.164 -3.590 -0.748
H 4.650 -1.337 0.883
H 3.830 -1.241 -0.679
H 4.507 -2.779 -0.122
C -1.086 -4.247 -2.965
C -0.363 -3.037 -3.515
O 0.190 -2.285 -2.413
P 0.657 -0.761 -2.477
O 0.309 -0.139 -1.105
Te -0.435 0.542 -4.084
O 2.245 -0.833 -2.476
C 2.887 -1.514 -3.582
C 4.244 -0.905 -3.842
H -1.557 -4.779 -3.791
H -1.861 -3.949 -2.258
H -0.394 -4.922 -2.462
H -1.042 -2.399 -4.085
H 0.448 -3.347 -4.177
H 2.260 -1.429 -4.477
H 2.982 -2.570 -3.319
H 4.160 0.145 -4.116
H 4.711 -1.443 -4.667
H 4.882 -0.996 -2.963
*
```

The following is a quantum chemistry calculation of a molecular structure, C25H43BiF3P2 in a non-equilibrium geometry, from OMol25.

Output
E in eV: -59182.342
Energy relative to the best compared isomer or geometry (same formula, charge and spin) in eV: 0.000
Frontier orbital gap (spin up / spin down) in eV: 3.84 / 3.82

Structure (ORCA input):
```
! wB97M-V def2-TZVPD RIJCOSX def2/J DEFGRID3
* xyz 1 1
Bi -0.584 0.604 1.819
C -0.528 -2.749 3.676
C 0.816 -2.827 3.212
C 0.746 -1.326 4.954
C -0.567 -1.825 4.755
C 1.602 -1.944 4.006
C -1.704 -3.438 3.105
H -1.455 -3.895 2.141
H -2.546 -2.744 2.950
H -2.056 -4.237 3.778
C -1.762 -1.399 5.511
H -2.666 -1.863 5.106
H -1.895 -0.306 5.483
H -1.668 -1.681 6.572
C 1.116 -0.289 5.941
H 0.924 -0.641 6.965
H 0.530 0.631 5.794
H 2.173 -0.035 5.850
C 3.043 -1.667 3.848
H 3.627 -2.167 4.636
H 3.254 -0.590 3.916
H 3.408 -2.026 2.880
C 1.308 -3.655 2.094
H 1.750 -4.593 2.469
H 2.083 -3.131 1.520
H 0.493 -3.919 1.409
C -1.883 0.901 -4.429
C -1.876 -0.439 -4.498
C -1.039 -1.236 -5.448
C 0.344 -0.626 -5.807
C 1.107 -0.027 -4.668
C 1.151 1.275 -4.352
C 0.228 2.328 -4.879
C -1.177 1.848 -5.342
H -1.594 -1.383 -6.392
H 0.223 0.087 -6.632
H -0.876 -2.248 -5.040
H -1.110 1.461 -6.366
H -2.569 1.398 -3.736
H -2.618 -1.020 -3.936
H -1.804 2.755 -5.389
H 0.093 3.104 -4.105
H 1.969 1.653 -3.721
H 0.700 2.843 -5.734
H 0.949 -1.466 -6.192
H 1.750 -0.734 -4.132
P -1.434 0.501 -0.640
P 1.464 1.739 0.554
C -0.401 1.646 -1.637
C 0.683 2.482 -0.943
H -1.105 2.324 -2.150
H 0.050 1.013 -2.419
H 1.509 2.668 -1.648
H 0.284 3.465 -0.641
C 2.271 3.123 1.404
H 3.033 2.726 2.087
H 1.538 3.710 1.977
H 2.754 3.784 0.672
C 2.749 0.624 -0.095
H 3.382 1.183 -0.798
H 2.304 -0.236 -0.618
H 3.373 0.255 0.733
C -3.157 0.896 -1.010
H -3.786 0.066 -0.654
H -3.324 1.028 -2.087
H -3.441 1.824 -0.491
C -1.020 -1.155 -1.290
H 0.011 -1.442 -1.011
H -1.100 -1.189 -2.388
H -1.718 -1.885 -0.858
F -2.761 2.559 2.766
C -1.425 2.672 2.443
F -1.345 3.726 1.554
F -0.796 3.132 3.595
*
```

The following is a quantum chemistry calculation of a molecular structure, C25H43Cl2F5N3O4SiY in a non-equilibrium geometry, from OMol25.

Output
E in eV: -86843.668
Energy relative to the best compared isomer or geometry (same formula, charge and spin) in eV: 0.078
Frontier orbital gap in eV: 7.25

Structure (ORCA input):
```
! wB97M-V def2-TZVPD RIJCOSX def2/J DEFGRID3
* xyz 0 1
C 2.919 -2.501 0.363
C 3.374 -1.074 0.345
H 3.650 -3.167 -0.103
H 1.954 -2.619 -0.152
H 2.777 -2.829 1.403
C 4.524 -0.635 -0.198
C 5.553 -1.467 -0.898
H 4.804 0.418 -0.077
H 5.221 -2.483 -1.148
H 6.459 -1.549 -0.279
H 5.862 -0.972 -1.830
Y -0.858 0.201 -0.218
Cl -1.251 -2.070 -1.147
C 0.092 3.028 1.231
O -0.666 2.411 0.433
N 0.200 4.348 1.278
C -0.326 5.158 0.185
C 0.916 5.030 2.356
H 0.723 2.480 1.950
H -0.945 4.529 -0.459
H 0.493 5.600 -0.398
H -0.924 5.973 0.599
H 0.975 4.379 3.237
H 0.373 5.946 2.613
H 1.938 5.288 2.045
H -6.218 2.122 0.243
H -7.174 0.087 1.251
C -5.593 1.505 -0.409
C -6.490 -0.562 0.692
N -5.343 0.217 0.233
H -4.634 1.993 -0.583
C -4.104 -0.235 0.332
O -3.103 0.467 0.002
H -6.154 -1.376 1.346
H -3.971 -1.250 0.732
H -6.109 1.360 -1.368
H -7.032 -1.008 -0.153
H 2.262 -1.272 -1.967
H 3.941 0.905 -2.813
C 1.718 -0.903 -2.852
C 3.111 1.037 -3.524
N 1.855 0.550 -2.960
H 0.668 -1.203 -2.774
C 0.889 1.415 -2.636
O -0.258 1.083 -2.226
H 2.997 2.101 -3.754
H 1.180 2.476 -2.752
H 2.185 -1.347 -3.741
H 3.336 0.477 -4.439
O 1.176 -0.092 0.340
C 2.382 -0.121 1.010
C 2.978 2.196 0.158
C 2.927 1.293 1.220
H 2.598 1.869 -0.824
C 3.538 3.466 0.336
H 2.206 -0.572 2.001
C 3.399 1.673 2.474
H 3.611 4.148 -0.523
C 4.049 3.826 1.584
C 3.962 2.934 2.652
H 3.359 0.949 3.287
H 4.533 4.800 1.710
H 4.374 3.205 3.624
Si -2.723 -5.061 -1.286
Cl -0.644 -5.183 -1.122
C -3.226 -4.391 -2.963
C -3.510 -4.318 0.248
C -3.225 -6.889 -1.375
H -2.691 -3.470 -3.223
H -4.309 -4.204 -3.042
H -2.987 -5.159 -3.714
H -2.804 -7.308 -2.304
H -4.315 -7.072 -1.384
H -2.785 -7.444 -0.534
H -3.127 -3.307 0.470
H -3.292 -4.965 1.110
H -4.611 -4.271 0.157
F -0.392 -1.446 2.652
C -1.121 -0.298 2.450
F -2.447 -0.645 2.618
C -0.762 0.709 3.535
F -1.150 0.283 4.754
F 0.590 0.889 3.580
F -1.361 1.914 3.312
*
```

The following is a quantum chemistry calculation of 5 unconnected molecules or ions with the total composition C25H43N2O8 in a non-equilibrium geometry, from OMol25.

Output
E in eV: -45973.658
Energy relative to the best compared isomer or geometry (same formula, charge and spin) in eV: 0.263
Frontier orbital gap in eV: 6.39

Structure (ORCA input):
```
! wB97M-V def2-TZVPD RIJCOSX def2/J DEFGRID3
* xyz 1 1
C 4.514 -1.106 -3.209
C 3.417 -1.219 -2.769
C 2.016 -1.415 -2.409
C 1.800 -2.493 -1.296
C 2.978 -3.426 -1.041
C 3.340 -4.358 -2.146
C 4.335 -5.298 -2.026
C 4.605 -6.124 -3.104
N 4.037 -6.097 -4.280
N 3.097 -5.175 -4.336
C 2.721 -4.362 -3.386
H 5.469 -1.093 -3.663
H 1.459 -1.678 -3.306
H 1.633 -0.470 -2.030
H 1.613 -1.959 -0.369
H 0.889 -3.038 -1.544
H 3.879 -2.871 -0.777
H 2.737 -4.025 -0.160
H 4.910 -5.416 -1.121
H 5.368 -6.880 -2.985
H 2.625 -5.107 -5.234
H 1.911 -3.681 -3.586
O 2.029 2.288 -0.026
C 1.448 2.929 -0.867
O 0.287 3.508 -0.559
C -0.423 4.395 -1.440
C -1.259 3.627 -2.440
C 1.978 3.001 -2.278
H 0.264 5.098 -1.914
H -1.074 4.981 -0.795
H -0.642 3.004 -3.090
H -1.835 4.309 -3.064
H -1.951 2.965 -1.924
H 1.702 2.079 -2.788
H 3.062 3.076 -2.231
H 1.627 3.852 -2.856
O -4.324 2.847 -2.475
C -4.764 1.895 -1.883
O -4.788 0.701 -2.504
C -5.153 -0.516 -1.845
C -6.657 -0.698 -1.793
C -5.348 2.024 -0.499
H -4.693 -0.572 -0.859
H -4.714 -1.312 -2.446
H -7.138 0.094 -1.221
H -6.909 -1.655 -1.335
H -7.076 -0.669 -2.799
H -6.363 2.415 -0.583
H -4.739 2.729 0.062
H -5.356 1.100 0.068
O 2.811 -1.336 5.504
C 3.260 -0.560 4.706
O 2.671 -0.453 3.498
C 3.026 0.535 2.522
C 4.230 0.105 1.708
C 4.508 0.240 4.999
H 3.166 1.511 2.987
H 2.164 0.624 1.867
H 5.118 -0.018 2.330
H 4.447 0.844 0.937
H 4.036 -0.858 1.231
H 5.379 -0.394 4.839
H 4.477 0.545 6.043
H 4.609 1.145 4.405
O -4.097 0.210 1.316
C -4.032 0.587 2.461
O -3.879 1.896 2.695
C -3.933 2.485 4.002
C -2.604 2.374 4.721
C -4.044 -0.385 3.614
H -4.757 2.064 4.578
H -4.170 3.533 3.835
H -2.317 1.336 4.886
H -2.653 2.874 5.688
H -1.815 2.836 4.126
H -3.048 -0.813 3.722
H -4.749 -1.180 3.382
H -4.351 0.049 4.561
*
```

The following is a quantum chemistry calculation of a molecular structure, C25H43N4O4S in a non-equilibrium geometry, from OMol25.

Output
E in eV: -51607.315
Frontier orbital gap in eV: 6.57

Structure (ORCA input):
```
! wB97M-V def2-TZVPD RIJCOSX def2/J DEFGRID3
* xyz -1 1
C -1.213 0.292 -2.552
C -0.070 0.238 -1.861
C 0.222 1.134 -0.666
C -0.580 2.403 -0.723
C -0.337 3.308 -1.825
C -0.998 4.478 -1.981
C -0.662 5.415 -3.155
O -1.503 6.247 -3.526
O 0.471 5.230 -3.663
C -2.008 4.797 -1.017
N -2.810 5.865 -0.974
S -3.759 5.726 0.299
N -3.225 4.317 0.942
C -2.282 3.932 0.096
C -1.510 2.733 0.203
O -1.747 1.908 1.311
C -0.766 2.152 2.329
C -1.400 2.206 3.730
C -1.324 0.886 4.486
O -2.743 2.675 3.692
H -2.106 0.578 -2.010
H -1.254 0.043 -3.604
H 0.656 -0.512 -2.161
H 1.288 1.358 -0.727
H 0.014 0.590 0.254
H 0.435 3.029 -2.527
H -0.297 3.117 2.133
H 0.008 1.386 2.248
H -0.838 2.937 4.320
H -0.326 0.486 4.316
H -1.460 1.116 5.540
H -2.073 0.172 4.150
H -2.687 3.633 3.709
C 0.617 1.959 -5.745
C 1.366 0.688 -5.386
N 1.043 -0.452 -6.233
C 1.585 -1.702 -5.736
C 3.111 -1.865 -5.683
C 1.181 -0.232 -7.661
C 2.561 0.176 -8.197
H -0.463 1.808 -5.697
H 0.874 2.753 -5.041
H 0.873 2.321 -6.742
H 1.103 0.429 -4.359
H 2.446 0.909 -5.384
H 1.164 -2.525 -6.322
H 1.196 -1.846 -4.722
H 3.535 -2.059 -6.668
H 3.363 -2.725 -5.057
H 3.606 -0.994 -5.255
H 0.463 0.535 -7.956
H 0.847 -1.133 -8.185
H 3.049 0.915 -7.562
H 2.453 0.620 -9.189
H 3.227 -0.680 -8.307
C 0.850 -2.910 8.094
C -0.308 -3.467 7.278
N -0.404 -2.905 5.946
C -1.636 -3.273 5.264
C -1.850 -4.755 4.926
C 0.798 -2.977 5.135
C 1.388 -4.364 4.839
H 0.775 -1.826 8.189
H 0.832 -3.341 9.096
H 1.818 -3.155 7.655
H -1.233 -3.233 7.812
H -0.227 -4.566 7.264
H -1.724 -2.687 4.345
H -2.473 -2.943 5.887
H -1.260 -5.066 4.065
H -2.897 -4.919 4.665
H -1.616 -5.411 5.765
H 1.571 -2.377 5.620
H 0.610 -2.462 4.190
H 1.379 -5.014 5.715
H 2.428 -4.260 4.522
H 0.863 -4.868 4.030
*
```

The following is a quantum chemistry calculation of a molecular structure, C25H43O14V in a non-equilibrium geometry, from OMol25.

Output
E in eV: -80962.055
Frontier orbital gap (spin up / spin down) in eV: 3.74 / 3.92
<S²>: 0.848

Structure (ORCA input):
```
! wB97M-V def2-TZVPD RIJCOSX def2/J DEFGRID3
* xyz 1 2
O 12.028 -2.500 -20.710
V 13.501 -2.115 -20.156
C 11.811 0.303 -18.193
O 12.723 -0.599 -18.733
H 12.040 0.464 -17.139
H 11.661 1.162 -18.846
H 10.824 -0.159 -18.232
O 7.126 -0.987 -19.359
C 7.920 -1.363 -18.550
O 8.258 -0.683 -17.394
C 7.804 0.637 -17.187
C 8.327 0.926 -15.771
C 8.692 -2.636 -18.780
H 6.715 0.657 -17.137
H 8.212 1.312 -17.939
H 9.409 1.022 -15.670
H 7.959 0.248 -15.001
H 7.825 1.823 -15.407
H 8.997 -2.945 -17.780
H 9.526 -2.495 -19.468
H 7.992 -3.397 -19.126
O 7.986 1.491 -24.079
C 8.112 0.298 -24.422
O 8.452 -0.727 -23.699
C 8.615 -0.700 -22.315
C 9.781 0.146 -21.797
C 7.931 -0.158 -25.908
H 8.736 -1.702 -21.903
H 7.657 -0.401 -21.890
H 10.734 -0.214 -22.184
H 9.814 -0.017 -20.720
H 9.669 1.196 -22.066
H 8.925 -0.026 -26.336
H 7.154 0.507 -26.284
H 7.559 -1.182 -25.883
O 14.954 2.892 -16.168
C 14.948 2.740 -17.376
O 15.875 1.925 -18.017
C 15.504 1.693 -19.349
C 14.569 2.868 -19.709
C 14.114 3.508 -18.351
H 14.893 0.793 -19.410
H 16.323 1.704 -20.069
H 13.716 2.518 -20.289
H 14.960 3.642 -20.369
H 13.093 3.353 -18.005
H 14.455 4.538 -18.246
O 9.359 4.775 -18.241
C 9.835 4.649 -17.119
O 9.903 3.380 -16.530
C 10.715 3.391 -15.404
C 11.248 4.863 -15.263
C 10.319 5.686 -16.168
H 11.467 2.644 -15.659
H 10.055 3.104 -14.585
H 12.286 4.929 -15.591
H 11.309 5.188 -14.225
H 10.870 6.530 -16.584
H 9.443 6.088 -15.659
O 14.896 -1.772 -12.633
C 14.714 -1.559 -13.824
O 14.596 -0.325 -14.253
C 14.626 -0.245 -15.682
C 14.144 -1.666 -16.081
C 14.625 -2.551 -14.953
H 15.633 -0.059 -16.056
H 13.944 0.479 -16.126
H 14.392 -1.990 -17.092
H 13.055 -1.710 -16.060
H 15.626 -2.974 -15.038
H 13.861 -3.311 -14.787
O 8.829 -3.428 -14.330
C 9.508 -2.476 -14.032
O 9.315 -1.697 -12.970
C 10.196 -0.532 -13.007
C 11.296 -1.092 -13.808
C 10.634 -1.940 -14.848
H 10.495 -0.216 -12.007
H 9.715 0.305 -13.513
H 12.050 -1.685 -13.291
H 11.929 -0.315 -14.236
H 11.377 -2.657 -15.197
H 10.168 -1.283 -15.582
*
```